Formula: H3O2PS
Source: OMol25
Level of theory: wB97M-V/def2-TZVPD

Each line ends with the natural charge from an NBO analysis.
CARTESIAN COORDINATES (ANGSTROEM)
O  1.037871  0.792204  0.945955  -0.97
P  0.089954  -0.571159  0.616554  1.27
O  0.730107  -0.760098  -0.818381  -1.03
S  -1.943108  -0.009667  -0.047271  -0.45
H  1.480017  0.810286  0.080561  0.49
H  0.540032  -1.497056  -1.323871  0.51
H  -1.934875  1.235487  0.546452  0.17

Cartesian forces (eV/Å) of the 2 atoms listed first:
-1.4 -1.5 -0.9
-0.3 0.6 2.3

Summary:
- E_LUMO (eV) = 0.47
- highest occupied orbital energy (eV) = -8.97
- SMILES string = OP(O)S
- orbital gap (eV) = 9.43

Formula: C26H46CeOP2
Source: OMol25
Level of theory: wB97M-V/def2-TZVPD

Each line ends with the Löwdin charge.
CARTESIAN COORDINATES (ANGSTROEM)
Ce  -0.266137  0.010914  2.278111  1.04
C  -0.637455  -2.404913  3.184910  -0.29
C  0.721428  -2.478431  2.728985  -0.27
C  0.654471  -0.957185  4.480826  -0.29
C  -0.688861  -1.465380  4.270052  -0.32
C  1.513449  -1.601925  3.527627  -0.27
C  -1.798254  -3.060574  2.534989  0.00
H  -1.518819  -3.469744  1.554906  0.08
H  -2.646805  -2.374648  2.392503  0.09
H  -2.156260  -3.895919  3.149067  0.12
C  -1.928248  -0.916924  4.853709  0.00
H  -2.814223  -1.217451  4.271571  0.10
H  -1.897012  0.190085  4.917657  0.09
H  -2.083450  -1.289507  5.872264  0.12
C  1.072762  0.133714  5.386331  0.01
H  1.138500  -0.217773  6.422865  0.12
H  0.370932  0.984052  5.371308  0.08
H  2.075486  0.501426  5.120008  0.10
C  2.977492  -1.396099  3.385088  -0.01
H  3.517532  -1.981238  4.140500  0.12
H  3.267633  -0.347930  3.512607  0.07
H  3.331593  -1.730371  2.404442  0.08
C  1.239922  -3.312422  1.613278  0.00
H  1.667393  -4.243018  2.008735  0.12
H  2.033016  -2.795859  1.057050  0.08
H  0.452326  -3.578430  0.903662  0.07
C  -2.040025  0.731553  -4.994762  -0.11
C  -1.945128  -0.604854  -5.045931  -0.13
C  -0.966367  -1.408909  -5.854029  -0.18
C  0.339523  -0.690157  -6.273162  -0.19
C  1.155889  -0.140952  -5.137009  -0.10
C  1.043121  1.046270  -4.528318  -0.15
C  0.095404  2.156784  -4.876489  -0.18
C  -1.169768  1.752470  -5.671366  -0.19
H  -1.465320  -1.763590  -6.773550  0.13
H  0.113173  0.059830  -7.039174  0.10
H  -0.697023  -2.318485  -5.292876  0.11
H  -0.881714  1.464648  -6.688668  0.10
H  -2.872524  1.163221  -4.424806  0.10
H  -2.713010  -1.199616  -4.533783  0.10
H  -1.775895  2.667507  -5.775540  0.12
H  -0.218221  2.666028  -3.950170  0.09
H  1.773255  1.294067  -3.744778  0.09
H  0.638122  2.917065  -5.465574  0.13
H  0.964343  -1.449391  -6.771399  0.12
H  1.958515  -0.811963  -4.804622  0.11
P  -1.110119  -0.168893  -0.404237  0.80
P  1.832549  1.265531  0.814182  0.80
C  -0.143394  1.071254  -1.363951  -0.34
C  0.818554  2.028323  -0.544472  -0.35
H  -0.894414  1.705878  -1.871077  0.09
H  0.431863  0.548696  -2.156479  0.07
H  1.550418  2.493651  -1.235023  0.10
H  0.206745  2.823932  -0.070192  0.08
C  2.594259  2.576297  1.822662  -0.21
H  3.246808  2.091211  2.561700  0.05
H  1.817357  3.140550  2.357382  0.05
H  3.191082  3.272786  1.225598  0.07
C  3.175538  0.420138  -0.053292  -0.22
H  3.649274  1.056591  -0.803043  0.07
H  2.782277  -0.475140  -0.543575  0.05
H  3.927571  0.128607  0.685501  0.05
C  -2.844835  0.385702  -0.215841  -0.22
H  -3.361857  -0.293242  0.482339  0.06
H  -3.375418  0.373189  -1.174722  0.07
H  -2.869021  1.399081  0.209027  0.05
C  -1.162454  -1.744044  -1.291472  -0.22
H  -0.173080  -2.213011  -1.252968  0.05
H  -1.474371  -1.650949  -2.334569  0.04
H  -1.876711  -2.388700  -0.766465  0.05
C  -1.546205  3.088856  4.119189  -0.03
C  -1.124327  2.291079  2.932788  -0.37
O  -1.300155  2.450292  1.723713  -0.06
H  -2.640104  3.194210  4.246522  0.12
H  -1.073123  4.078461  4.264926  0.11
H  -1.189462  2.433682  4.938824  0.05

Cartesian forces (eV/Å) of the 2 atoms listed first:
-0.8 1.4 1.5
1.1 0.8 0.3

Summary:
- E_LUMO (alpha / beta) (eV) = -7.25 / -7.25
- net charge = +2
- highest occupied orbital energy (alpha / beta) (eV) = -13.26 / -13.26
- orbital gap (alpha / beta) (eV) = 6.01 / 6.02

Formula: C4H14O4
Source: OMol25
Level of theory: wB97M-V/def2-TZVPD

Each line ends with the natural charge from an NBO analysis.
CARTESIAN COORDINATES (ANGSTROEM)
C  -2.999482  0.400161  -1.116988  -0.61
C  -1.650990  0.660426  -0.418227  -0.40
C  -1.554880  -0.039130  0.994025  -0.54
C  -0.304074  -0.174997  1.768198  0.48
O  0.726129  0.515282  1.638447  -0.60
H  -3.666099  1.226110  -1.171342  0.21
H  -3.476749  -0.547587  -0.669402  0.19
H  -2.680546  0.118092  -2.083019  0.22
H  -1.517625  1.690392  -0.293579  0.20
H  -0.862222  0.400281  -1.168806  0.22
H  -2.040571  -1.063501  0.703417  0.24
H  -2.429738  0.228790  1.526303  0.25
H  -0.263887  -1.063769  2.579185  0.13
O  1.598435  -0.476460  -2.087414  -0.98
H  2.194467  -0.779895  -2.776036  0.48
H  2.041968  0.127891  -1.534119  0.50
O  0.679226  -2.025196  0.335153  -0.98
H  1.068512  -2.872454  0.540779  0.48
H  0.947997  -1.715574  -0.535337  0.51
O  2.592866  1.543960  -0.262155  -0.98
H  1.716066  1.418206  0.059055  0.50
H  3.251730  1.293575  0.468614  0.49

Cartesian forces (eV/Å) of the 2 atoms listed first:
0.6 -2.3 1.5
0.7 -0.7 0.3

Summary:
- E_LUMO (eV) = 0.69
- highest occupied orbital energy (eV) = -9.82
- SMILES string = CCCC=O.O.O.O
- orbital gap (eV) = 10.51

Formula: CH2NOP
Source: OMol25
Level of theory: wB97M-V/def2-TZVPD

Each line ends with the natural charge from an NBO analysis.
CARTESIAN COORDINATES (ANGSTROEM)
O  -3.972303  -0.132741  0.094361  -0.46
C  -2.836140  -0.077575  0.034302  0.88
N  -1.613763  0.256776  0.148577  -0.86
P  -0.325074  -0.799394  -0.269447  0.52
H  0.447149  0.205113  -0.781762  -0.05
H  0.020629  -0.736069  1.156883  -0.03

Cartesian forces (eV/Å) of the 2 atoms listed first:
-2.1 -0.6 -0.2
5.2 2.2 0.9

Summary:
- E_LUMO (eV) = 0.46
- highest occupied orbital energy (eV) = -9.59
- SMILES string = O=C=NP
- orbital gap (eV) = 10.06

In order of appearance, ΔE to the lowest compared entry with this formula, charge and spin = 22.5 0.0 24.9 8.9 kcal/mol.
In order of appearance, strongest force on any atom = 2.94 2.22 4.48 5.74 eV Å⁻¹.